No. 1
DFT (wB97M-V/def2-TZVPD) results for a 3-piece molecular cluster, C4H13N2 overall in a non-equilibrium geometry.

Summary:
LUMO (spin up / spin down)	1.04 / -0.75	eV
multiplicity	2
F_max	1.44	eV/Å
HOMO energy (spin up / spin down)	-0.30699 / -0.30568	Eh
gap between HOMO and LUMO (spin up / spin down)	9.39 / 7.57	eV
total charge	0

Atoms and positions in Å:
C  -3.2944  1.1152  2.2076
N  2.1133  0.4936  -0.8430
C  3.1396  -0.0327  -1.7120
C  -2.2957  1.1857  1.3457
N  0.1827  -0.8945  0.5532
C  -0.6861  -1.3968  -0.4750
H  -4.1089  1.8331  2.2062
H  -3.3961  0.3266  2.9443
H  2.3518  1.4019  -0.4845
H  3.5721  0.8024  -2.2618
H  2.7434  -0.7397  -2.4395
H  3.9424  -0.5106  -1.1446
H  -2.0425  2.0824  0.8006
H  -1.6172  0.3517  1.2588
H  1.3313  0.0429  -0.3933
H  0.8597  -1.6137  0.8110
H  -0.6713  -2.4729  -0.6638
H  -0.4102  -0.8941  -1.4164
H  -1.7141  -1.0805  -0.2936

---

No. 2
DFT (wB97M-V/def2-TZVPD) results for C19H41GaI2N2O7PS4 as an isolated structure in a non-equilibrium geometry.

Summary:
LUMO	1.38	eV
F_max	2.08	eV/Å
HOMO energy	-0.12618	Eh
gap between HOMO and LUMO	4.81	eV
total charge	-1

Atoms and positions in Å:
C  -3.3468  3.0481  -2.0877
C  -3.4354  1.5136  -1.7589
I  -2.6993  1.3077  0.2522
C  -2.6440  0.7012  -2.7885
I  -3.5673  1.1872  -4.7172
Ga  -2.6619  -1.3614  -2.6945
C  -1.2880  -2.1703  -3.9968
C  -0.4592  -1.1203  -4.7630
C  0.8511  -0.8086  -4.0937
N  1.0859  0.5421  -3.7529
O  1.6976  -1.6631  -3.8827
C  -4.5006  -2.0153  -3.2910
C  -5.6827  -1.4441  -2.8945
C  -6.9063  -1.8613  -3.3224
N  -7.0506  -2.8871  -4.1586
C  -5.9169  -3.4636  -4.5176
C  -4.6608  -3.0863  -4.1387
P  -2.1513  -2.2972  -0.5836
O  -0.6850  -1.6148  -0.0654
O  -1.6752  -3.8314  -1.0186
H  -3.2864  3.6028  -1.1584
H  -4.2605  3.3562  -2.5852
H  -2.4877  3.2518  -2.7078
H  -4.4900  1.2771  -1.7461
H  -1.6224  1.0585  -2.8279
H  -1.7932  -2.8203  -4.7073
H  -0.5826  -2.7999  -3.4613
H  -0.1960  -1.5251  -5.7415
H  -0.9818  -0.1872  -4.9613
H  2.0648  0.6664  -3.5337
H  0.5140  0.8444  -2.9740
H  -5.6484  -0.6119  -2.2023
H  -7.7922  -1.3428  -2.9833
H  -6.0018  -4.3222  -5.1800
H  -3.8016  -3.6279  -4.4923
H  -0.8589  -1.3050  0.8259
H  -1.6036  -4.3719  -0.2229
C  3.4002  -0.3735  2.7051
S  2.0467  0.0802  1.6016
O  0.7841  -0.3272  2.2774
C  2.4039  -1.1573  0.3532
H  3.3416  0.2592  3.5889
H  3.3022  -1.4211  2.9938
H  4.3505  -0.2079  2.1977
H  2.3732  -2.1502  0.8021
H  3.3860  -0.9578  -0.0767
H  1.6406  -1.0846  -0.4191
C  -5.6191  -5.2918  1.0188
S  -4.0376  -4.4901  1.3330
O  -2.9943  -5.5569  1.3140
C  -4.3690  -4.1178  3.0610
H  -5.6131  -5.6462  -0.0097
H  -5.7534  -6.1350  1.6991
H  -6.4207  -4.5650  1.1495
H  -4.5864  -5.0390  3.6039
H  -5.2116  -3.4295  3.1240
H  -3.4810  -3.6460  3.4767
C  6.2104  2.3401  1.5305
S  4.4504  2.7077  1.4789
O  3.9454  2.2173  0.1702
C  4.6508  4.4808  1.3441
H  6.3302  1.2589  1.5774
H  6.6898  2.7233  0.6295
H  6.6446  2.7994  2.4194
H  5.2389  4.7178  0.4565
H  5.1479  4.8405  2.2500
H  3.6617  4.9273  1.2560
C  6.6167  3.9666  6.4508
S  5.7963  5.1905  5.4241
O  6.1880  4.9073  4.0155
C  6.7822  6.5899  5.9687
H  6.1761  2.9961  6.2328
H  7.6818  3.9482  6.2194
H  6.4580  4.2119  7.5007
H  7.8362  6.3961  5.7693
H  6.6187  6.7532  7.0338
H  6.4582  7.4661  5.4114

---

No. 3
DFT (wB97M-V/def2-TZVPD) results for a 2-piece molecular cluster, C4H13N2O2 overall in a non-equilibrium geometry.

Summary:
LUMO	3.86	eV
F_max	2.68	eV/Å
HOMO energy	-0.12769	Eh
gap between HOMO and LUMO	7.34	eV
total charge	-1

Atoms and positions in Å:
C  0.7605  1.2668  1.3113
N  -0.0003  2.4093  1.8684
C  -0.2013  0.2589  0.6197
C  -0.8231  0.7881  -0.6516
N  0.5187  -1.0278  0.5311
C  -0.3286  -2.2000  0.0037
O  -0.5125  -2.2818  -1.2802
H  1.2889  0.6980  2.0844
H  1.5605  1.6492  0.6558
H  -0.6448  2.7431  1.1725
H  -0.4584  2.1395  2.7262
H  -0.9998  0.1836  1.4337
H  -1.5206  0.0252  -1.0212
H  -0.1236  0.8872  -1.4875
H  -1.1061  1.8404  -0.5591
H  1.1371  -0.8522  -0.2670
H  0.3588  -3.0497  0.4652
H  -1.2988  -2.1866  0.5923
H  0.5260  -1.8085  -2.3941
H  0.9219  -0.2976  -2.7145
O  0.9455  -1.1850  -3.0890

---

No. 4
DFT (wB97M-V/def2-TZVPD) results for C4H13NO3Tl as an isolated structure in a non-equilibrium geometry.

Summary:
LUMO (spin up / spin down)	0.13 / -2.53	eV
multiplicity	2
F_max	2.01	eV/Å
HOMO energy (spin up / spin down)	-0.29368 / -0.25766	Eh
gap between HOMO and LUMO (spin up / spin down)	8.12 / 4.48	eV
total charge	0

Atoms and positions in Å:
Tl  -12.5391  -17.4863  -25.0740
O  -14.2202  -19.8482  -24.9912
H  -13.6117  -20.5674  -25.2499
O  -13.1614  -14.6130  -24.5540
H  -13.3168  -14.9230  -23.6406
C  -10.1908  -22.0280  -23.7748
C  -11.2059  -20.8286  -23.8369
C  -11.4792  -20.0392  -22.4921
O  -12.3087  -18.8298  -22.5905
C  -12.6316  -18.3766  -21.2346
N  -10.6994  -19.9615  -24.8996
H  -9.8157  -22.4776  -24.6942
H  -10.4347  -22.8827  -23.1439
H  -9.2826  -21.6623  -23.2956
H  -12.1765  -21.1983  -24.1674
H  -10.4963  -19.8481  -22.0613
H  -11.8124  -20.7444  -21.7306
H  -12.7513  -17.3205  -20.9929
H  -11.8386  -18.5048  -20.4979
H  -13.4605  -18.9806  -20.8655
H  -10.5273  -20.6902  -25.5774
H  -9.7732  -19.7479  -24.5581

---

No. 5
DFT (wB97M-V/def2-TZVPD) results for a 2-piece molecular cluster, C3H8N2O overall in a non-equilibrium geometry.

Summary:
LUMO	0.75	eV
F_max	1.19	eV/Å
HOMO energy	-0.26258	Eh
gap between HOMO and LUMO	7.90	eV
total charge	0

Atoms and positions in Å:
C  -1.0627  0.3577  0.3658
C  -0.0249  -0.5733  0.5892
N  -0.0383  -1.7550  -0.1202
N  1.8337  0.3708  -0.3468
C  1.1671  0.1488  0.8089
O  -2.2652  -0.1336  -0.1239
H  -2.8059  0.6032  -0.4299
H  -0.8437  -1.9018  -0.7126
H  0.8361  -2.0240  -0.5458
H  0.9045  0.8147  -1.0467
H  2.5788  1.0553  -0.2598
H  -1.1465  1.1746  1.0808
H  -0.3104  0.9678  -0.8609
H  1.1775  0.8948  1.6020

---

> Number 4 is which compound?

C4H13NO3Tl